--- one ---
The following is a DFT calculation (ωB97M-V/def2-TZVPD) of 2 unconnected molecules or ions with the total composition C4H8N2.

```
14
Properties=species:S:1:pos:R:3:nbo_charge:R:1
N -0.94 1.56 0.70 -0.561
N -1.18 -0.43 0.22 -0.367
C -1.55 -1.76 0.05 -0.450
C 3.62 0.63 -0.53 0.280
C -1.92 0.73 0.32 0.458
C -0.23 0.49 0.05 0.356
H -2.02 -1.99 0.98 0.256
H -0.69 -2.42 -0.04 0.270
H 4.14 0.40 -1.52 0.238
H -0.69 2.58 0.66 0.498
H -2.98 0.71 0.13 0.283
H 3.28 -0.25 0.05 0.237
H -2.36 -1.95 -0.73 0.274
H 3.51 1.70 -0.35 0.228
```

Values from the calculation:
E_LUMO (eV): -12.414
Highest occupied orbital energy (eV): -18.55
Gap between HOMO and LUMO (Eh): 0.2253
Net charge: +2

=====

--- two ---
The following is a DFT calculation (ωB97M-V/def2-TZVPD) of a gas-phase ion, C4H8N2 (charge +2).

```
14
Properties=species:S:1:pos:R:3:nbo_charge:R:1
N -1.74 0.61 -0.18 -0.599
N 0.10 -0.52 0.51 -0.322
C -0.45 0.44 -0.27 0.621
C 0.36 1.04 -1.41 -0.657
C 1.34 -1.26 0.86 -0.246
C 0.11 -1.14 1.62 0.432
H -0.40 1.06 -2.22 0.314
H 1.27 0.59 -1.33 0.267
H 2.32 -0.89 1.12 0.302
H -0.45 -1.31 2.60 0.342
H -2.30 1.39 -0.58 0.481
H 0.49 2.05 -1.32 0.308
H -2.41 0.03 0.28 0.451
H 1.77 -2.09 0.33 0.304
```

Values from the calculation:
E_LUMO (eV): -11.893
Highest occupied orbital energy (eV): -21.81
Gap between HOMO and LUMO (Eh): 0.3644
SMILES: CC(=[NH2+])[N+]1=CC1
Net charge: +2

=====

What is the stability order? It is two, one, from most stable to least stable.

=====

--- one ---
The following is a DFT calculation (ωB97M-V/def2-TZVPD) of a gas-phase ion, C5H8NS (charge +1).

```
15
Properties=species:S:1:pos:R:3:nbo_charge:R:1
S 0.13 -1.56 0.00 0.397
N -2.02 -0.12 -0.10 -0.309
C 1.90 -1.06 0.15 -0.567
C 2.19 0.28 -0.48 -0.184
C 0.01 1.18 0.23 -0.509
C -0.72 -0.03 -0.06 0.148
C -3.30 -0.05 -0.09 0.099
H 2.17 -1.12 1.29 0.258
H -3.99 -0.26 -0.82 0.224
H -0.15 1.98 -0.53 0.262
H 2.13 0.50 -1.52 0.218
H 0.22 1.37 1.32 0.281
H 2.88 0.90 0.01 0.216
H -3.80 -0.20 0.91 0.215
H 2.37 -1.81 -0.33 0.251
```

Values from the calculation:
E_LUMO (spin up / spin down) (eV): -4.720 / -4.690
Highest occupied orbital energy (spin up / spin down) (eV): -13.16 / -13.18
Gap between HOMO and LUMO (spin up / spin down) (Eh): 0.3101 / 0.3119
Net charge: +1

=====

--- two ---
The following is a DFT calculation (ωB97M-V/def2-TZVPD) of a gas-phase ion, C5H8NS (charge +1).

```
15
Properties=species:S:1:pos:R:3:nbo_charge:R:1
S -0.65 2.17 -0.46 0.750
N 0.06 -0.57 -0.52 -0.304
C 0.03 1.11 0.57 0.040
C -0.55 -0.19 -1.59 0.063
C 0.29 -1.86 -0.11 -0.448
C 0.69 1.01 1.87 -0.766
C -1.05 1.09 -1.79 -0.494
H -1.63 1.64 -2.48 0.278
H -0.68 -2.11 0.44 0.239
H 0.50 1.83 2.54 0.299
H 1.16 -1.75 0.65 0.233
H -0.80 -0.81 -2.49 0.268
H 0.67 -2.54 -1.02 0.265
H 0.18 0.28 2.62 0.289
H 1.77 0.69 1.77 0.285
```

Values from the calculation:
E_LUMO (spin up / spin down) (eV): -5.228 / -5.226
Highest occupied orbital energy (spin up / spin down) (eV): -13.20 / -13.20
Gap between HOMO and LUMO (spin up / spin down) (Eh): 0.2929 / 0.2930
Net charge: +1

=====

What is the stability order? It is two, one, from most stable to least stable.

=====

--- one ---
The following is a DFT calculation (ωB97M-V/def2-TZVPD) of a molecular structure, C17H50N12O13PZn2.

```
95
Properties=species:S:1:pos:R:3:lowdin_charge:R:1
Zn -5.18 32.32 -39.68 1.183
Zn -3.45 33.33 -47.34 1.015
P -4.80 32.61 -43.69 -0.114
O -5.83 34.31 -38.65 -0.262
O -4.92 33.86 -44.55 -0.363
O -3.76 35.64 -49.48 -0.267
O -3.77 32.64 -42.49 -0.353
O -10.64 27.87 -44.89 0.050
O 0.12 34.34 -45.34 0.007
O -5.96 32.15 -42.80 -0.419
O -5.23 33.22 -49.59 -0.306
O -5.85 30.16 -38.99 -0.250
O -4.27 31.66 -44.74 -0.268
O -11.16 37.04 -44.09 -0.012
O -1.92 32.39 -37.29 -0.041
O 1.43 27.61 -43.90 0.012
N 2.14 35.07 -44.69 0.174
N -8.90 37.10 -44.41 0.144
N -0.47 34.15 -37.38 0.164
N -8.66 28.64 -45.18 0.158
N -0.11 29.01 -42.85 0.155
N -9.63 28.98 -43.22 0.151
N -7.21 32.15 -37.84 -0.066
N -2.59 33.21 -50.21 -0.065
N -0.09 28.71 -44.99 0.134
N 0.67 34.78 -43.24 0.148
N -0.88 33.26 -35.47 0.157
N -9.80 35.31 -43.56 0.161
C -3.55 32.78 -51.28 -0.178
C -9.76 28.56 -44.48 -0.787
C -6.88 30.97 -37.00 -0.138
C 0.93 34.80 -44.53 -0.814
C -6.97 34.43 -37.94 -0.280
C -2.68 35.79 -50.40 -0.217
C -5.69 35.38 -39.61 -0.037
C -6.59 33.26 -49.33 -0.141
C -4.72 36.67 -49.50 -0.086
C -10.02 36.52 -43.97 -0.734
C -6.66 29.74 -37.97 -0.239
C 0.55 28.48 -43.87 -0.731
C -1.13 33.23 -36.77 -0.754
C -1.91 34.52 -50.51 -0.186
C -5.53 29.02 -39.83 -0.041
C -4.97 33.24 -51.04 -0.164
C -7.06 33.28 -37.02 -0.242
H -0.16 34.23 -43.06 0.118
H -5.30 29.27 -40.87 0.098
H -4.00 37.48 -49.36 0.090
H -5.16 34.29 -51.26 0.113
H 0.07 28.24 -45.87 0.118
H -2.90 36.10 -51.42 0.128
H -2.02 36.58 -50.05 0.126
H -8.08 36.53 -44.53 0.094
H -0.86 29.66 -43.05 0.103
H -3.31 33.02 -52.32 0.127
H -10.43 34.95 -42.86 0.126
H 2.83 35.40 -44.03 0.129
H -7.66 29.40 -38.25 0.128
H -7.75 30.81 -36.37 0.127
H -3.58 31.70 -51.20 0.122
H -1.04 29.02 -44.86 0.097
H 0.13 28.86 -41.88 0.114
H -7.99 33.46 -36.49 0.144
H -1.17 32.40 -35.02 0.125
H -5.43 36.56 -48.68 0.098
H -6.13 31.16 -36.24 0.124
H -5.24 36.83 -50.44 0.093
H 2.33 35.26 -45.66 0.130
H -1.49 34.42 -51.51 0.119
H -8.84 37.97 -44.91 0.114
H -5.65 32.64 -51.64 0.130
H -6.80 33.36 -48.26 0.097
H -6.99 34.10 -49.88 0.087
H -6.03 35.02 -40.58 0.096
H -6.39 28.36 -39.93 0.095
H -0.07 33.84 -35.32 0.111
H -0.24 34.98 -36.85 0.124
H -4.63 35.64 -39.58 0.103
H -0.58 34.11 -38.39 0.128
H -8.21 32.11 -37.98 0.137
H -8.79 28.41 -46.16 0.125
H -7.14 32.43 -49.78 0.091
H -1.91 32.49 -50.39 0.099
H 1.21 35.38 -42.63 0.107
H -4.79 28.30 -39.48 0.103
H -7.99 29.26 -44.75 0.103
H -8.89 29.65 -43.07 0.088
H -7.85 34.43 -38.59 0.147
H -10.10 28.67 -42.38 0.111
H -6.45 28.88 -37.34 0.137
H -8.83 35.07 -43.73 0.105
H -1.08 34.49 -49.80 0.117
H -6.23 36.31 -39.39 0.104
H -6.94 35.31 -37.30 0.149
H -6.21 33.22 -36.34 0.143
```

Values from the calculation:
E_LUMO (eV): -5.641
Highest occupied orbital energy (eV): -9.42
Gap between HOMO and LUMO (Eh): 0.1390
Net charge: +1

=====

--- two ---
The following is a DFT calculation (ωB97M-V/def2-TZVPD) of a molecular structure, C17H50N12O13PZn2.

```
95
Properties=species:S:1:pos:R:3:lowdin_charge:R:1
Zn -2.70 -0.31 -0.16 0.592
Zn 2.30 0.43 0.08 0.584
P -0.12 -0.04 -0.04 0.172
O 0.33 -5.08 2.17 0.058
O 0.08 2.32 4.90 0.048
O -0.35 4.89 -2.45 0.060
O -3.84 0.30 -1.75 0.032
O -1.20 0.24 -1.09 -0.348
O 4.13 -0.69 -0.30 -0.248
O 1.11 -0.97 -0.27 -0.351
O 2.93 -0.17 1.99 -0.230
O -3.61 1.40 0.51 -0.260
O 0.65 1.20 0.43 -0.351
O 2.46 0.87 -1.91 0.024
O -2.87 -2.15 -1.26 -0.239
O -1.18 -0.49 0.93 -0.348
N -0.51 -3.01 1.92 0.169
N -4.59 1.03 -3.64 0.234
N 0.43 3.51 -0.89 0.172
N 1.05 -3.74 0.56 0.161
N -0.53 2.68 -2.60 0.170
N 3.57 -0.03 -3.67 0.188
N -4.09 -1.29 1.01 -0.072
N -2.54 0.66 -3.46 0.195
N 1.96 -1.12 -2.81 0.184
N -0.08 2.76 2.78 0.172
N 3.57 2.05 0.37 -0.063
N -0.30 0.73 3.46 0.201
C 2.99 -1.40 2.77 -0.031
C -3.70 0.64 -2.91 -0.790
C 3.64 2.19 1.78 -0.174
C -0.23 3.79 -1.98 -0.814
C 0.28 -4.04 1.59 -0.785
C 5.23 0.13 -0.28 -0.202
C 2.58 0.06 -2.80 -0.661
C -5.20 -0.29 1.06 -0.143
C 4.45 -2.11 -0.52 -0.004
C -3.13 2.75 0.59 -0.031
C 3.66 0.90 2.61 -0.148
C -4.69 1.13 1.41 -0.148
C -3.47 -3.19 -0.37 -0.126
C -2.03 -2.80 -2.15 -0.095
C -4.57 -2.61 0.52 -0.125
C -0.06 1.93 3.78 -0.852
C 4.90 1.65 -0.22 -0.117
H -0.99 -2.77 -1.82 0.088
H 3.49 -2.50 -0.87 0.070
H 2.65 -1.44 3.80 0.107
H -2.45 0.95 -4.43 0.127
H -5.78 -0.18 0.14 0.123
H 4.38 2.96 1.96 0.140
H -5.52 1.81 1.23 0.133
H -5.44 -2.41 -0.11 0.131
H 2.68 2.58 2.13 0.116
H 4.63 0.58 2.98 0.128
H -1.68 0.64 -2.94 0.073
H -5.44 0.83 -3.13 0.153
H 0.73 4.40 -0.52 0.125
H 2.44 -2.20 2.27 0.075
H 1.26 -1.26 -2.10 0.071
H -2.27 2.86 -0.06 0.086
H -2.64 -3.61 0.20 0.121
H -3.94 -1.53 1.98 0.131
H -4.65 -3.20 1.43 0.139
H -4.03 -3.94 -0.93 0.129
H -0.64 0.54 2.52 0.055
H -0.44 -0.07 4.06 0.130
H -0.36 3.72 2.95 0.128
H 0.15 2.32 1.90 0.054
H 5.93 -0.13 -1.08 0.134
H -0.71 1.99 -1.89 0.044
H 5.77 2.20 0.15 0.126
H -5.88 -0.62 1.85 0.130
H -1.08 2.60 -3.44 0.102
H 2.48 -1.76 -3.39 0.112
H -2.18 -2.17 -3.02 0.095
H 1.02 -2.86 0.06 0.048
H 4.31 0.65 -3.72 0.129
H 3.19 1.18 3.55 0.131
H 5.02 2.03 -1.23 0.112
H 3.98 -1.84 2.73 0.091
H 5.69 -0.05 0.69 0.124
H 3.36 2.98 0.03 0.140
H -0.31 -2.12 1.50 0.040
H -3.89 3.49 0.33 0.103
H -1.09 -3.08 2.74 0.117
H 1.75 -4.42 0.28 0.116
H 0.46 2.58 -0.50 0.029
H -2.80 3.05 1.58 0.090
H 4.48 -2.65 0.43 0.091
H -4.49 1.04 -4.64 0.151
H -2.34 -3.81 -2.40 0.102
H 5.19 -2.41 -1.26 0.105
H 3.68 -0.93 -4.13 0.113
H -4.36 1.28 2.43 0.135
```

Values from the calculation:
E_LUMO (eV): -2.137
Highest occupied orbital energy (eV): -10.85
Gap between HOMO and LUMO (Eh): 0.3203
Net charge: +1

=====

What is the stability order? It is two, one, from most stable to least stable.

=====

--- one ---
The following is a DFT calculation (ωB97M-V/def2-TZVPD) of 2 unconnected molecules or ions with the total composition C3H6FN.

```
11
Properties=species:S:1:pos:R:3:nbo_charge:R:1
F 2.16 -0.61 -0.12 -0.276
N -1.42 -0.37 -0.18 -0.847
C 0.60 1.17 -0.15 -0.487
C 0.02 -0.95 0.00 -0.296
C 1.06 -0.05 0.07 0.346
H -1.82 -0.35 0.86 0.383
H 1.11 2.40 0.49 0.182
H -0.24 -1.51 0.95 0.226
H -0.52 1.20 -0.11 0.182
H 0.32 -1.51 -0.98 0.207
H -1.26 0.59 -0.83 0.380
```

Values from the calculation:
E_LUMO (eV): 0.817
Highest occupied orbital energy (eV): -9.35
Gap between HOMO and LUMO (Eh): 0.3737
Net charge: 0

=====

--- two ---
The following is a DFT calculation (ωB97M-V/def2-TZVPD) of 2 unconnected molecules or ions with the total composition C3H6FN.

```
11
Properties=species:S:1:pos:R:3:nbo_charge:R:1
F 3.58 0.38 0.06 -0.344
N 1.69 -0.89 0.00 -0.864
C -2.19 0.15 -0.23 -0.407
C -1.19 0.88 0.19 -0.413
C 2.33 0.28 -0.36 0.399
H -0.66 1.53 -0.57 0.203
H -2.68 -0.55 0.55 0.179
H -0.81 1.10 1.18 0.213
H 0.62 -1.00 -0.20 0.425
H -2.60 -0.21 -1.25 0.221
H 1.92 -1.67 0.63 0.387
```

Values from the calculation:
E_LUMO (eV): 0.919
Highest occupied orbital energy (eV): -9.19
Gap between HOMO and LUMO (Eh): 0.3716
Net charge: 0

=====

What is the stability order? It is two, one, from most stable to least stable.